No. 1
Here is C43H53N4P2S2Sr as an isolated structure in a non-equilibrium geometry from the OMol25 dataset. Energies are from wB97M-V/def2-TZVPD.

Highest occupied orbital energy, eV: -2.983
Total charge: -1
Gap between HOMO and LUMO, eV: 4.0
DFT total energy, eV: -92500.0142

Cartesian coordinates (Å):
H1 -5.926 3.969 0.201
H2 -1.113 3.046 4.729
H3 3.218 -2.466 -0.180
H4 0.662 4.805 2.050
H5 2.218 -2.893 6.778
C1 -0.219 -3.665 -2.267
H6 2.620 4.966 -4.707
H7 3.512 0.184 -4.565
H8 -6.401 2.292 0.415
N1 -0.318 1.343 -0.553
N2 -1.148 -2.766 -1.624
C2 -5.659 3.041 0.710
H9 4.472 -0.788 -3.441
H10 -5.767 3.206 1.782
H11 -3.660 2.349 2.398
C3 -3.338 2.288 1.364
C4 1.674 -5.384 -3.262
H12 -2.751 2.620 4.253
H13 0.144 -1.100 -3.663
N3 -2.289 -2.738 -2.078
C5 0.854 -4.019 -1.468
C6 -1.288 1.032 3.886
H14 2.420 -6.058 -3.663
H15 -0.822 4.269 2.847
C7 -1.826 2.225 4.676
H16 3.360 1.729 -3.219
H17 3.770 3.632 -4.653
S1 1.683 -0.973 2.322
H18 4.836 -1.888 0.163
C8 -4.256 2.610 0.370
H19 -2.246 2.046 -2.319
H20 5.118 0.419 -1.938
C9 0.243 3.401 -1.761
C10 2.304 -1.092 -3.274
H21 -3.634 -0.372 1.491
C11 -1.617 1.805 -0.280
C12 1.718 -3.014 5.824
H22 0.485 -5.401 -5.057
H23 0.662 -4.810 6.380
C13 4.653 0.609 -0.968
C14 1.081 -0.849 -4.164
H24 0.899 -3.662 -0.442
P1 -0.690 1.226 2.146
H25 -3.241 0.128 3.553
C15 4.010 -1.811 -0.548
H26 -2.409 -0.465 4.985
H27 3.163 -0.111 0.368
C16 1.940 -2.101 4.801
C17 0.504 2.661 2.191
H28 4.363 -2.180 -1.518
C18 -4.543 -2.014 -1.803
C19 0.582 -5.016 -4.050
H29 2.242 3.305 3.289
C20 0.227 -4.191 4.369
S2 -0.450 -3.534 1.807
H30 0.862 5.144 -2.811
C21 1.323 -2.202 3.545
H31 0.883 2.890 4.331
C22 2.229 3.520 -3.149
H32 2.618 -1.269 4.956
C23 1.088 4.103 -2.593
H33 -2.047 1.917 5.703
H34 1.829 1.601 3.564
C24 -3.919 -0.824 0.552
C25 0.476 2.042 -1.424
C26 3.577 -0.783 -4.062
H35 1.024 0.204 -4.451
H36 4.311 1.644 -0.957
C27 -5.245 -0.818 0.132
C28 1.641 1.444 -1.980
H37 2.328 -2.158 -3.027
C29 0.852 -4.078 5.604
C30 3.526 -0.363 -0.633
H38 1.123 2.481 1.309
C31 -2.552 2.118 -1.280
H39 3.715 -1.540 -4.841
H40 -0.361 0.694 4.366
H41 -4.726 -2.526 -2.738
C32 -2.036 1.876 1.078
H42 -5.998 -0.353 0.753
C33 0.428 -3.276 3.329
C34 -0.382 -4.161 -3.548
C35 2.469 2.198 -2.817
C36 -5.559 -1.410 -1.070
C37 -3.839 2.517 -0.958
P2 1.960 -0.323 -1.616
C38 3.166 4.300 -4.035
H43 1.143 -1.450 -5.077
C39 -0.125 4.044 2.037
C40 1.806 -4.899 -1.972
C41 -2.257 -0.151 3.949
H44 -0.455 -5.013 4.183
C42 1.415 2.600 3.420
N4 -2.940 -1.374 -0.162
H45 -6.577 -1.426 -1.435
H46 -1.884 -1.022 3.400
H47 3.858 4.921 -3.459
H48 5.435 0.510 -0.209
C43 -3.262 -1.965 -1.311
Sr1 -0.527 -0.971 0.202
H49 2.640 -5.195 -1.350
H50 -4.539 2.756 -1.752
H51 -1.236 -3.861 -4.141
H52 -0.669 4.144 1.098
H53 -0.621 3.901 -1.342

Results of the Mulliken charge analysis, in e, for atoms 1 through 6:
1. H 0.40
2. H 0.27
3. H 0.05
4. H 0.55
5. H 0.34
6. C -0.14

No. 2
Here is C43H54BMnN7O2PS3 as an isolated structure from the OMol25 dataset. Energies are from wB97M-V/def2-TZVPD.

Multiplicity: 6
Highest occupied orbital energy (alpha / beta), eV: -9.588 / -10.460
Total charge: +1
Gap between HOMO and LUMO (alpha / beta), eV: 5.9 / 6.8
DFT total energy, eV: -133783.7491

Cartesian coordinates (Å):
H1 7.328 -1.269 0.297
H2 -2.290 2.643 6.409
C1 1.458 -2.249 -2.435
H3 -3.759 2.651 4.287
C2 -2.673 2.335 0.570
H4 -5.360 1.770 -0.127
C3 2.401 3.844 2.234
H5 -3.018 -1.066 6.386
H6 3.727 2.195 -1.636
H7 3.817 2.696 4.264
C4 0.354 -0.339 4.446
H8 -5.709 3.447 -0.601
C5 -2.771 6.067 2.665
H9 -0.823 -0.440 6.189
H10 2.753 3.532 -2.198
C6 -1.841 0.683 4.618
C7 4.218 -1.017 -1.014
S1 1.586 -0.256 2.004
C8 -3.605 -2.826 2.116
H11 3.637 -0.375 -1.667
H12 -4.405 1.140 3.663
C9 1.796 5.501 3.986
C10 0.635 -5.884 1.115
H13 4.024 4.459 0.932
H14 1.877 -3.030 -3.066
C11 -3.831 3.167 0.379
H15 -4.711 4.999 0.928
C12 -2.356 5.803 4.116
H16 -2.023 7.200 0.957
H17 -2.104 1.146 7.334
C13 0.848 -4.544 0.819
P1 1.857 -2.424 -0.663
H18 3.402 3.872 5.516
H19 1.257 -1.539 5.961
N1 -1.354 -1.719 1.433
B1 -0.514 1.980 1.618
C14 2.117 -5.174 -1.124
H20 0.986 -7.910 0.511
O1 -0.646 -2.753 -3.465
H21 4.273 3.861 -1.334
N2 -1.720 4.009 2.021
H22 1.666 -2.017 4.298
H23 0.061 -6.162 1.990
C15 -2.337 -2.203 1.764
N3 -1.705 2.843 1.344
C16 -4.148 6.733 2.657
H24 -5.047 1.813 5.170
C17 -0.746 -0.068 5.176
H25 -2.241 6.752 4.640
H26 1.830 -1.278 -2.773
H27 2.407 -0.594 4.992
H28 -3.117 5.218 4.639
H29 -3.912 -3.478 1.299
C18 5.543 -0.704 -0.751
C19 -1.749 6.995 1.994
C20 -3.121 0.896 5.406
H30 2.094 5.952 4.933
C21 -2.770 1.698 6.668
N4 1.281 3.193 2.323
H31 4.998 4.593 3.012
C22 -0.080 -2.213 -2.549
H32 -4.124 7.608 3.306
C23 2.668 3.207 -0.087
H33 4.488 5.725 4.257
C24 -3.855 4.348 1.042
C25 1.482 -1.172 4.962
C26 1.157 -6.865 0.287
H34 2.309 -7.276 -1.478
Mn1 0.126 -0.810 0.052
C27 4.191 5.262 3.316
C28 3.405 3.207 -1.386
C29 0.414 0.184 3.098
H35 2.704 -4.906 -1.994
H36 1.658 6.303 3.258
C30 -2.778 4.752 1.892
C31 4.392 -2.952 0.405
H37 -1.414 5.261 4.165
C32 -3.711 -0.464 5.797
N5 -0.594 1.049 2.743
H38 -4.536 2.459 -1.504
H39 4.099 6.058 2.574
H40 -4.435 7.076 1.661
S2 -2.420 0.814 -0.086
C33 1.586 -4.179 -0.302
H41 -3.680 1.921 7.226
N6 -1.758 1.216 3.451
C34 6.293 -1.511 0.093
H42 2.130 2.895 4.763
C35 2.873 4.516 3.519
H43 -3.993 -1.036 4.910
H44 -0.757 6.542 2.004
S3 0.891 1.383 -1.131
H45 -3.496 -3.411 3.027
H46 6.300 -3.269 1.323
C36 1.473 2.424 0.052
C37 -4.142 1.673 4.578
C38 3.634 -2.149 -0.444
H47 3.951 -3.835 0.851
H48 0.842 4.993 4.123
H49 -4.609 -0.315 6.397
H50 -1.703 7.946 2.527
C39 3.109 3.887 1.001
C40 1.900 -6.510 -0.833
C41 5.716 -2.633 0.670
O2 -0.660 -1.540 -1.586
H51 -4.355 -2.051 2.261
H52 -4.925 6.064 3.033
N7 0.840 2.528 1.232
C42 -4.928 2.695 -0.514
H53 5.993 0.166 -1.211
C43 3.067 3.423 4.580
H54 0.443 -3.775 1.466

Results of the Mulliken charge analysis, in e, for atoms 1 through 6:
1. H 0.40
2. H 0.30
3. C -0.77
4. H 0.07
5. C 1.07
6. H 0.34

Among the records above, which one has the lowest DFT total energy?
C43H54BMnN7O2PS3

Among the records above, which one has the highest DFT total energy?
C43H53N4P2S2Sr

The highest total charge belongs to which entry?
C43H54BMnN7O2PS3